ORCA calculation (ωB97M-V/def2-TZVPD) on C54H50AsBrCl5N3O2SSr as an isolated structure at a distorted geometry.

Structure (ORCA input):
```
! RIJCOSX wB97M-V def2-TZVPD def2/J DEFGRID3
* xyz -2 1
H 1.91 -3.91 8.35
H -7.01 3.90 -3.56
H 0.90 -6.29 5.89
H 4.87 4.75 -2.95
H -1.07 0.29 2.24
C 0.22 6.58 -0.29
H -4.95 2.04 0.64
H -0.80 4.74 -3.17
H 4.27 6.41 -3.10
H -1.11 4.53 4.70
H -4.90 -5.55 -2.80
H 3.93 5.22 -4.37
H 2.09 2.34 0.33
C 2.76 4.97 -2.58
C 3.61 3.10 1.57
C 0.37 4.23 -1.28
H -1.73 -3.14 7.21
H -1.69 -3.58 5.50
H -3.30 -5.34 -1.19
C 1.27 -1.51 -1.41
C 2.97 -0.29 4.00
N 1.98 -1.12 3.93
C -2.67 3.66 -2.97
H -1.07 0.25 4.67
C 2.80 -1.73 -1.59
C -3.86 3.57 -3.70
C 1.90 -3.37 7.41
C -2.58 -4.27 2.56
C 2.69 2.13 1.21
H 3.71 4.01 0.98
N -0.88 2.31 0.65
C -1.59 -3.97 6.51
H -0.79 6.79 -0.64
H 2.77 2.95 -3.31
C -1.45 4.09 -3.74
C -3.80 -2.60 -3.11
H 3.36 -0.83 -1.29
C 3.25 0.81 3.08
H -3.22 1.64 0.61
Cl -2.52 -6.97 2.86
C -1.08 3.59 4.16
C -3.97 -3.89 -2.64
H -2.38 -4.71 6.67
C 2.07 5.87 -1.79
H 0.58 1.66 -3.36
C 0.89 -3.60 6.47
C -3.21 -4.33 -1.58
C -0.66 -2.90 1.87
O -4.89 -4.70 -3.26
As -1.29 3.85 -0.26
H 0.79 7.51 -0.31
H -1.74 4.62 -4.66
C -1.99 -3.05 2.24
Cl -4.25 -4.38 3.02
C -0.18 -5.21 8.13
C -1.03 3.61 2.78
C 0.59 1.90 -2.30
C -6.34 3.12 -3.92
H -1.00 -5.92 8.25
H -0.87 3.21 -4.03
O 0.60 -1.88 -2.37
C -5.02 2.77 -1.80
C -0.48 -5.35 2.10
C -2.65 3.31 -1.61
H 3.05 -2.01 -2.63
C -1.82 -5.44 2.48
H -0.86 -6.50 5.83
C -2.31 -3.44 -1.00
Br -2.63 -0.04 -3.05
C 0.92 -2.89 5.28
H 5.12 3.66 3.02
H -3.72 3.24 1.08
C 4.03 5.36 -3.29
H -3.85 3.84 -4.76
C 0.89 5.52 -1.13
C -1.02 1.23 2.78
H 0.16 -3.03 4.51
C 1.91 -1.94 5.03
H -6.85 2.17 -3.80
C 0.06 -4.09 1.84
H 0.13 6.25 0.75
C -1.08 2.39 4.88
C 4.39 2.92 2.71
H -5.93 2.41 -1.33
H -1.10 2.39 5.96
H 3.10 -2.54 -0.92
H 3.69 -2.29 7.92
C -3.86 2.85 -1.04
C 4.20 1.78 3.46
H 4.77 1.65 4.38
H -0.06 -5.41 4.70
C 2.48 0.92 1.90
H -1.03 4.56 2.27
C 2.92 -2.46 7.18
C -3.95 2.41 0.40
H -6.16 3.29 -4.98
H 2.45 6.88 -1.69
Cl 0.46 -6.79 1.94
N -2.16 -2.18 -1.41
C -5.05 3.15 -3.13
C 2.92 -1.75 5.99
H 0.75 -5.74 8.32
C 2.24 3.69 -2.70
C -0.98 2.42 2.00
Cl -3.01 -1.64 2.23
C -0.22 -4.63 6.72
C -2.88 -1.81 -2.44
Sr 0.45 -0.40 0.95
Cl 1.75 -4.00 1.41
C 1.07 3.30 -2.07
H -4.37 -2.23 -3.95
C -0.05 -5.78 5.72
H 1.26 1.18 -1.83
H -1.68 -3.76 -0.19
H -0.41 1.73 -1.90
C -1.05 1.21 4.16
S 3.99 -0.50 5.46
H -0.29 -4.43 8.89
*
```

The LUMO energy comes out at 0.1331 hartree. Its relative energy (zero: lowest compared OMol25 entry of this formula, charge and spin) is 324.6 kJ/mol. For the HOMO-LUMO gap, the calculation gives 4.7 eV. The value obtained for the strongest force on any atom is 1.15 eV Å⁻¹. The value obtained for the HOMO energy is -1.0358 eV.

ORCA calculation (ωB97M-V/def2-TZVPD) on C54H50BCl5N8OS2TeTi as an isolated structure.

Structure (ORCA input):
```
! RIJCOSX wB97M-V def2-TZVPD def2/J DEFGRID3
* xyz 0 3
C -2.67 -1.55 7.15
Ti 0.05 0.46 -0.74
N -1.50 0.37 1.05
O -4.29 -0.65 4.54
H -1.64 1.40 4.75
H -2.14 -2.87 8.75
C -1.59 -2.48 -0.83
C 2.41 0.03 -4.54
C -3.26 0.01 5.25
H -4.69 5.38 1.64
B -1.13 0.07 -3.45
C -2.86 0.34 0.88
C -2.28 2.83 -1.35
H -3.54 1.24 -5.09
H -0.31 0.63 -6.35
C -4.46 -3.06 4.38
C -3.48 0.58 2.06
H 4.25 4.30 3.43
Cl 3.56 1.64 3.56
H -3.94 -2.93 -4.09
C -2.52 -2.96 -1.77
H -4.35 4.29 -0.53
H -0.16 -1.11 -6.20
H -1.71 -5.96 2.21
H 1.15 -0.18 -6.93
H -3.82 -1.17 -4.22
C -2.62 1.10 4.38
H 7.15 0.31 -0.49
H -4.46 -1.64 2.76
H -3.30 0.18 -0.10
H -0.92 3.87 2.99
C -1.47 3.36 0.99
H -3.58 4.04 -2.69
C -2.42 3.47 -0.02
H 1.03 -4.83 -0.27
C -2.46 -2.08 -2.83
H -2.98 5.18 3.42
Te 2.59 -2.67 -0.58
H -2.10 2.14 -5.56
C -1.24 -3.07 0.48
N -1.53 1.75 -1.57
H -3.79 0.55 6.04
C -0.55 -2.63 7.32
N -1.53 -1.14 -2.54
H -0.33 0.72 2.78
C 3.39 5.10 1.62
C 3.66 4.10 2.54
C 5.95 -0.70 -1.96
C 5.25 1.27 -0.77
N 0.40 0.14 -3.65
H 0.86 -2.21 5.76
N 1.28 0.27 -2.62
C 6.21 0.29 -1.02
C -1.34 -4.97 1.98
Cl 0.51 -3.71 8.16
H -2.91 -1.88 3.53
H 2.72 -5.38 -0.43
H 2.40 5.55 -0.24
H 6.69 -1.46 -2.16
C -1.81 -2.40 7.84
C -1.68 3.97 2.22
C -1.30 0.58 2.33
H 3.77 6.10 1.77
C 2.38 2.46 1.23
H 2.12 -4.69 1.12
C 0.40 -0.17 -6.14
C 1.07 0.00 -4.82
C -3.24 -2.09 -4.10
C 3.77 0.25 -2.38
C 4.09 -2.36 0.89
C -2.29 -0.91 5.96
C 2.50 0.20 -3.15
H -4.52 0.66 2.34
C -0.13 -2.02 6.15
C -2.83 4.70 2.46
H -1.63 -0.10 -4.52
H -3.25 1.99 4.43
C -1.00 -1.17 5.49
C -3.61 -4.11 4.85
C -3.79 4.81 1.46
H -0.19 -4.80 3.80
C -3.98 -1.80 3.73
H 3.67 -2.61 1.87
N -2.47 0.73 2.99
H 4.52 -1.51 -3.34
H -3.16 -3.82 -1.70
C 4.04 1.25 -1.45
H -0.57 2.78 0.84
H 3.23 -0.04 -5.23
C -4.28 -5.12 5.46
H 5.44 2.04 -0.04
C -0.04 -3.04 2.58
H -0.67 -0.71 4.58
C 3.17 2.83 2.34
H -2.53 -4.09 4.74
H -0.04 -1.44 1.18
C -1.71 -4.35 0.80
C 2.06 -4.64 0.03
C -2.56 2.26 -3.47
H -2.34 -4.88 0.10
Cl 1.22 3.23 -1.12
H 4.96 -2.97 0.68
H 4.34 -1.30 0.87
C 2.15 3.51 0.33
Cl -4.25 -1.29 7.82
C -3.58 4.21 0.23
C -5.76 -3.34 4.67
H -3.58 3.00 -5.17
S 1.80 0.83 1.06
C -0.42 -2.42 1.39
H -2.60 -2.19 -4.97
H 3.31 2.02 -1.27
C 2.63 4.80 0.51
N -1.00 -1.39 -1.31
H 0.63 -2.52 3.25
H -3.88 -6.02 5.90
C -2.96 2.15 -4.90
S -5.97 -4.82 5.49
Cl -7.12 -2.37 4.28
C -0.50 -4.32 2.88
N -1.72 1.39 -2.87
C -2.93 3.19 -2.53
C 4.74 -0.72 -2.64
*
```

The LUMO energy (alpha / beta) comes out at 0.0143 / 0.0142 hartree. The expectation value of S² is 2.005. Its relative energy (zero: lowest compared OMol25 entry of this formula, charge and spin) is 0.0 kJ/mol. For the HOMO-LUMO gap (alpha / beta), the calculation gives 6.4 / 7.4 eV. The value obtained for the strongest force on any atom is 0.91 eV Å⁻¹. The value obtained for the HOMO energy (alpha / beta) is -6.0330 / -7.0388 eV.

ORCA calculation (ωB97M-V/def2-TZVPD) on C54H51IN6O3STeV as an isolated structure at a distorted geometry.

Structure (ORCA input):
```
! RIJCOSX wB97M-V def2-TZVPD def2/J DEFGRID3
* xyz 2 2
H -3.07 -4.74 -4.14
H 1.91 5.58 -6.93
C -2.33 1.11 3.60
C -2.63 -3.46 5.69
C 1.77 -1.25 -3.54
C -4.29 0.20 -2.64
C -2.55 -3.38 2.92
N -0.02 0.28 -1.85
C 2.47 4.03 -5.56
C 1.26 4.07 -4.88
H 3.12 4.45 -7.56
H -1.91 2.38 0.98
C -3.74 -0.09 2.09
H -2.20 1.85 4.36
O -0.79 -1.64 -1.07
C 2.23 0.50 2.99
C -5.82 -1.01 -1.29
H 3.89 0.45 -3.11
N -2.54 -3.40 1.51
C 2.80 -1.95 -4.16
H -4.89 -2.29 0.17
C 2.27 -1.78 3.80
H -4.75 -3.72 5.46
S 1.00 -1.34 1.41
C 3.41 3.09 -5.15
N -2.71 -0.79 1.63
H -4.45 1.44 3.40
H -4.72 -0.30 1.68
H -2.23 -0.03 -2.05
N -3.15 -4.39 1.03
C 1.64 -2.98 -1.85
H 1.24 4.61 4.15
H 2.36 5.69 3.32
C -3.81 -3.57 4.96
H -1.57 2.51 -0.74
H -0.39 4.27 -2.55
C 0.14 2.83 0.53
I -7.77 -1.51 -0.67
V -1.88 -1.90 0.11
H 0.62 5.95 3.20
H 3.23 -1.57 -5.07
C 3.07 0.88 4.03
C 1.00 3.24 -3.80
H 3.41 -2.11 5.57
H 5.02 1.24 5.75
C 2.51 3.23 0.21
C 0.10 -1.01 -1.74
C -0.31 3.32 -3.10
C -1.48 -0.58 2.14
C -4.74 -1.55 -0.61
C -2.50 -3.48 -1.04
C -1.17 2.16 0.21
C 1.32 2.61 -0.19
H 3.58 5.65 -6.37
C 1.97 2.33 -3.38
C 1.85 -0.83 2.88
H -0.26 0.53 3.54
C 0.19 3.69 1.63
C -3.10 -4.67 -3.06
C 3.80 2.97 -0.51
C 1.19 -1.77 -2.37
H 3.44 4.53 1.61
H 4.58 3.62 -0.13
C -5.60 -0.15 -2.36
H 4.80 0.93 -4.54
C 4.46 0.35 6.04
H -4.30 -6.30 -0.34
C 4.28 1.30 -3.67
N -0.61 -1.43 1.58
H 1.19 -3.36 -0.94
C 2.78 4.98 -6.67
C 3.19 2.25 -4.07
H -1.95 -2.86 -3.03
H 5.16 -0.45 6.28
C 2.70 -3.63 -2.45
H -4.06 0.87 -3.45
C -3.26 -0.33 -1.87
H 1.90 1.21 2.25
O 1.29 -0.33 0.39
C -3.60 0.88 3.06
C -1.26 0.38 3.14
H -4.30 -6.43 -2.85
C 3.52 -0.06 4.96
H -0.40 2.49 -2.40
C -1.37 -3.29 3.65
C 3.27 -3.13 -3.60
C -1.42 -3.33 5.03
C -3.81 -5.56 -0.95
H 1.99 -2.81 3.67
H 5.01 1.83 -3.05
O 1.37 -2.68 1.07
H -6.42 0.25 -2.93
H 0.50 4.78 -5.19
C 3.08 -1.38 4.85
C -3.16 -4.49 -0.32
H -0.42 -3.26 3.12
H -0.72 3.86 2.19
H 3.08 -4.54 -2.01
C 1.36 4.31 2.04
C 1.40 5.19 3.25
H -1.02 1.08 0.15
H -1.13 3.29 -3.81
H 4.35 3.03 -5.67
H -2.67 -3.49 6.76
C -3.77 -3.53 3.58
H 3.91 0.58 6.95
C 2.51 4.07 1.31
H 4.09 -3.65 -4.07
N -3.48 -1.23 -0.90
Te 1.78 1.10 -1.63
H 3.69 3.17 -1.58
C -2.46 -3.61 -2.43
C -3.79 -5.63 -2.33
H 3.40 1.90 4.09
H 1.37 -0.35 -3.99
H -0.50 -3.28 5.60
H -4.68 -3.63 3.00
H 4.12 1.93 -0.37
*
```

The LUMO energy (alpha / beta) comes out at -0.2352 / -0.2234 hartree. The expectation value of S² is 0.766. Its relative energy (zero: lowest compared OMol25 entry of this formula, charge and spin) is 0.0 kJ/mol. For the HOMO-LUMO gap (alpha / beta), the calculation gives 6.8 / 7.1 eV. The value obtained for the strongest force on any atom is 5.34 eV Å⁻¹. The value obtained for the HOMO energy (alpha / beta) is -13.1515 / -13.1517 eV.

ORCA calculation (ωB97M-V/def2-TZVPD) on a 10-piece molecular cluster, C54H52O17 overall at a distorted geometry.

Structure (ORCA input):
```
! RIJCOSX wB97M-V def2-TZVPD def2/J DEFGRID3
* xyz 0 1
C -1.89 0.01 1.13
O 1.30 5.14 2.43
H 7.06 3.51 3.97
C -1.88 3.99 -2.06
C 2.35 -0.48 0.34
C 3.88 -1.82 -1.11
H 3.63 -4.61 2.38
C 3.31 4.61 4.65
C 4.94 2.40 -1.49
H 0.71 -6.19 0.44
C -5.63 1.21 0.63
C 0.87 -5.42 -2.39
H -0.70 -2.24 -4.09
H 5.56 4.46 -1.09
H -0.95 -0.42 1.65
H 0.88 3.53 -4.10
O 2.87 -4.59 -3.20
O -4.23 0.68 -2.57
C -1.59 3.31 3.21
C -4.87 -6.06 -1.85
O -2.19 4.30 -0.95
C -2.61 3.49 -4.43
C 4.43 -2.31 0.00
H 0.31 4.30 -1.80
H -2.31 -4.71 0.04
C 1.69 -4.45 -3.19
C -0.90 5.80 1.98
H -0.65 -1.53 -0.64
H 0.11 -3.77 2.21
C 2.85 -4.90 1.72
C 6.06 3.87 4.01
C 1.97 -6.01 2.20
O -2.73 -6.74 -1.44
C -2.70 4.21 2.57
C -2.93 3.69 -3.12
C -6.43 -1.06 -0.29
C -1.22 3.26 -4.83
H 4.68 1.92 -2.37
H 4.25 -2.11 -2.10
H -6.89 -5.36 -1.81
H -2.93 6.31 1.78
H 2.33 2.41 -1.54
C -0.40 -5.18 -2.20
C 1.12 -3.27 -3.81
H -6.99 -1.96 -0.19
C -5.66 -4.40 -0.29
H 5.25 -2.94 -0.08
O -6.69 -4.16 0.27
H 2.30 4.84 4.79
C -0.44 4.06 -2.52
H 4.84 4.31 -2.68
H 1.37 -6.26 -1.84
O 4.04 2.08 -0.44
C 5.05 3.18 3.52
H 1.74 -2.62 -4.38
C 4.10 -1.89 1.35
C -3.34 -4.86 -0.26
O 2.86 2.53 3.61
H 2.53 -0.78 2.49
H -2.62 0.28 1.87
C -4.37 -4.14 0.26
C -3.59 -5.90 -1.29
O 4.83 -2.12 2.31
H 2.22 2.74 0.20
H -5.23 -1.56 -2.03
H -4.27 -3.54 1.15
C -5.54 -0.84 -1.31
H -0.41 1.52 0.89
C 0.68 -4.27 1.40
C 4.31 5.29 5.23
H -1.98 2.45 3.75
C 0.65 -5.80 1.49
O 6.61 5.48 5.58
C -1.08 -3.99 -2.90
O -3.84 3.76 2.39
H 0.45 2.95 3.31
O 2.28 -0.39 -2.04
C -0.95 0.56 -0.94
O -0.88 2.83 -5.93
H -5.12 -6.91 -2.42
H 5.99 2.23 -1.22
C 5.72 4.92 4.96
H 3.40 -5.26 0.80
H -0.91 -5.84 -1.51
O -6.94 -0.19 1.91
O -2.29 -3.79 -2.70
C -1.29 1.22 0.32
H 2.76 4.71 -1.71
H 2.51 -6.94 1.98
C 2.74 -0.85 -1.06
H -3.39 3.38 -5.17
H 3.56 4.89 -0.13
C -0.19 -3.08 -3.67
C 3.39 4.20 -0.95
H -4.30 2.36 -0.35
O 2.06 -3.81 1.42
H 1.83 -5.96 3.27
C -4.86 1.44 -0.40
H 4.28 6.12 5.86
H -5.63 1.81 1.55
C 4.78 3.96 -1.68
H -0.52 6.70 1.63
H 0.24 -3.99 0.44
H 5.18 2.36 2.88
H -0.21 -6.10 1.95
C -6.47 0.00 0.82
O -2.40 -0.85 0.15
C 2.89 -0.99 1.41
C -0.31 3.58 2.99
C -0.15 3.66 -3.82
H 1.45 0.13 0.35
C -5.86 -5.25 -1.50
H -1.40 1.08 -1.80
H -3.89 3.72 -2.71
C 2.84 2.84 -0.66
H -1.76 -1.24 -1.92
C 3.64 3.40 3.91
C -4.80 0.49 -1.55
H 0.14 0.66 -1.13
C 0.12 4.80 2.40
C -1.40 -0.87 -0.94
C -2.17 5.59 2.12
H -1.99 2.06 0.24
*
```

The LUMO energy comes out at -0.0612 hartree. As for the structure (SMILES): O=C1C=CC(=O)C=C1.O=C1C=CC(=O)C=C1.O=C1C=CC(=O)C=C1.O=C1C=CC(=O)C=C1.O=C1C=CC(=O)C=C1.O=C1C=CC(=O)C=C1.O=C1C=CC(=O)C=C1.C1CCOC1.C1CCOC1.C1CCOC1. Its relative energy (zero: lowest compared OMol25 entry of this formula, charge and spin) is 33.6 kJ/mol. For the HOMO-LUMO gap, the calculation gives 8.2 eV. The value obtained for the strongest force on any atom is 3.96 eV Å⁻¹. The value obtained for the HOMO energy is -9.8319 eV.